(1)
Computed, not measured: a 2-piece molecular cluster, C4H6N2 overall in a non-equilibrium geometry, with ωB97M-V/def2-TZVPD.

Positions of all 12 atoms, in Å:
C1 1.229 0.786 -0.037
C2 2.244 -0.031 -0.808
C3 1.022 -0.535 -0.630
C4 -1.764 -0.411 0.017
N1 -1.709 -0.149 1.461
N2 -2.045 0.751 0.280
H1 0.740 1.644 -0.516
H2 3.118 -0.186 -1.208
H3 0.257 -1.237 -0.714
H4 -1.684 -1.224 -0.787
H5 -2.622 -0.349 1.900
H6 1.215 0.941 1.041

Properties
HOMO level	-9.20	eV
strongest force on any atom	7.706	eV/Å
gap between HOMO and LUMO	10.03	eV
energy relative to the best compared isomer or geometry (same formula, charge and spin)	165.6	kcal/mol
lowest unoccupied orbital energy	0.828	eV
SMILES	C1=CC1.C1=NN1
E_tot	-7218.408	eV

Atom charges from the natural (NBO) analysis, given in e for atoms 1 to 8:
1. C -0.42
2. C -0.15
3. C -0.18
4. C 0.17
5. N -0.51
6. N -0.21
7. H 0.17
8. H 0.20

***

(2)
Computed, not measured: a 8-piece molecular cluster, H16O8 overall in a non-equilibrium geometry, with ωB97M-V/def2-TZVPD.

Positions of all 24 atoms, in Å:
O1 -7.017 -12.923 -6.291
H1 -7.302 -12.381 -7.028
H2 -7.759 -13.492 -6.037
O2 -8.977 -14.997 -6.599
H3 -8.739 -15.133 -7.530
H4 -9.677 -15.649 -6.524
O3 -8.120 -13.432 -9.049
H5 -7.868 -12.674 -9.638
H6 -8.998 -13.682 -9.380
O4 -12.530 -12.699 -4.808
H7 -12.331 -13.572 -4.497
H8 -12.231 -12.184 -4.086
O5 -11.513 -10.613 -6.341
H9 -10.875 -10.896 -5.724
H10 -12.032 -11.383 -6.619
O6 -11.119 -13.425 -7.100
H11 -10.237 -13.647 -6.822
H12 -11.674 -13.137 -6.363
O7 -15.135 -12.300 -4.975
H13 -15.156 -11.664 -4.271
H14 -14.208 -12.640 -4.893
O8 -10.666 -14.013 -9.579
H15 -10.279 -14.895 -9.385
H16 -10.879 -13.753 -8.659

Properties
HOMO level	-10.82	eV
strongest force on any atom	2.110	eV/Å
gap between HOMO and LUMO	10.34	eV
energy relative to the best compared isomer or geometry (same formula, charge and spin)	63.4	kcal/mol
lowest unoccupied orbital energy	-0.484	eV
SMILES	O.O.O.O.O.O.O.O
E_tot	-16639.261	eV

Atom charges from the natural (NBO) analysis, given in e for atoms 1 to 8:
1. O -0.96
2. H 0.48
3. H 0.48
4. O -0.95
5. H 0.49
6. H 0.48
7. O -1.00
8. H 0.48

***

(3)
Computed, not measured: a 2-piece molecular cluster, CF5NS overall in a non-equilibrium geometry, with ωB97M-V/def2-TZVPD.

Positions of all 8 atoms, in Å:
C1 -0.344 1.464 0.465
N1 -0.081 0.559 1.222
F1 1.882 -0.903 -0.632
F2 -0.302 1.272 -0.915
F3 -0.638 2.729 0.683
F4 -0.974 -2.093 0.572
F5 -0.023 -1.513 -1.454
S1 0.479 -1.515 0.058

Properties
HOMO level (spin up / spin down)	-10.98 / -11.82	eV
strongest force on any atom	5.146	eV/Å
gap between HOMO and LUMO (spin up / spin down)	8.16 / 9.03	eV
energy relative to the best compared isomer or geometry (same formula, charge and spin)	71.5	kcal/mol
lowest unoccupied orbital energy (spin up / spin down)	-2.820 / -2.789	eV
E_tot	-26945.492	eV

In elementary charge units, the natural (NBO) charges are:
1. C 0.85
2. N -0.42
3. F -0.54
4. F -0.33
5. F -0.27
6. F -0.52
7. F -0.44
8. S 1.68

***

(4)
Computed, not measured: one molecule with the formula C2H4N2S2 in a non-equilibrium geometry, with ωB97M-V/def2-TZVPD.

Positions of all 10 atoms, in Å:
C1 0.971 -0.260 1.684
C2 -0.636 0.119 -1.364
H1 0.251 1.396 0.892
H2 1.622 -1.206 2.077
H3 -0.256 -2.030 1.085
H4 -1.544 0.489 -2.055
N1 0.962 1.042 1.843
N2 -0.216 -0.843 1.121
S1 -1.414 -0.082 0.283
S2 0.958 0.132 -1.824

Properties
HOMO level	-8.96	eV
strongest force on any atom	5.556	eV/Å
gap between HOMO and LUMO	8.23	eV
energy relative to the best compared isomer or geometry (same formula, charge and spin)	94.3	kcal/mol
lowest unoccupied orbital energy	-0.735	eV
SMILES	[H]/N=C\NSC=S
E_tot	-26785.924	eV

Atom charges from the natural (NBO) analysis, given in e for atoms 1 to 8:
1. C 0.26
2. C -0.51
3. H 0.34
4. H 0.20
5. H 0.41
6. H 0.22
7. N -0.66
8. N -0.86

***

(5)
Computed, not measured: C15H23BN6SiZr as an isolated structure in a non-equilibrium geometry, with ωB97M-V/def2-TZVPD.

Positions of all 47 atoms, in Å:
H1 -1.544 -3.045 0.026
N1 0.145 -1.890 -0.612
B1 2.428 -1.046 -1.245
N2 1.414 -2.213 -1.009
C1 1.512 -3.544 -1.117
Zr1 -1.109 -0.287 -0.943
H2 2.417 -3.997 -1.488
C2 0.313 -4.117 -0.693
H3 0.076 -5.166 -0.655
C3 -0.531 -3.071 -0.357
H4 3.437 -1.508 -1.731
C4 -0.444 2.503 1.662
H5 -1.107 3.388 1.753
H6 -0.107 2.454 0.588
H7 0.459 2.648 2.259
N3 2.706 -0.418 0.168
N4 1.822 0.036 -2.191
N5 1.639 0.030 0.903
N6 0.569 0.597 -1.934
C5 3.833 -0.299 0.898
C6 2.268 0.505 -3.364
H8 4.788 -0.579 0.483
H9 3.184 0.147 -3.806
C7 3.487 0.220 2.141
C8 1.366 1.443 -3.856
C9 2.088 0.404 2.091
C10 0.322 1.521 -2.939
H10 4.145 0.448 2.960
H11 1.459 1.968 -4.794
H12 1.429 0.776 2.868
H13 -0.582 2.097 -2.938
H14 -1.062 1.060 3.017
C11 -4.403 1.359 -0.223
Si1 -3.861 0.742 1.464
C12 -4.109 2.152 2.682
C13 -5.182 -0.531 1.918
C14 -1.944 0.519 1.063
C15 -1.170 1.216 1.919
H15 -5.449 1.686 -0.161
H16 -4.301 0.564 -0.972
H17 -3.757 2.205 -0.480
H18 -5.182 2.239 2.896
H19 -3.591 2.019 3.640
H20 -3.761 3.086 2.226
H21 -5.405 -1.199 1.073
H22 -4.940 -1.123 2.810
H23 -6.125 -0.007 2.153

Properties
HOMO level (spin up / spin down)	-14.33 / -14.33	eV
strongest force on any atom	3.824	eV/Å
total charge	+2
gap between HOMO and LUMO (spin up / spin down)	5.49 / 5.49	eV
lowest unoccupied orbital energy (spin up / spin down)	-8.841 / -8.840	eV
E_tot	-34685.980	eV

Atom charges from the natural (NBO) analysis, given in e for atoms 1 to 8:
1. H 0.25
2. N -0.53
3. B 0.54
4. N -0.27
5. C 0.09
6. Zr 2.34
7. H 0.27
8. C -0.28

***

(6)
Computed, not measured: one molecule with the formula C7H10O in a non-equilibrium geometry, with ωB97M-V/def2-TZVPD.

Positions of all 18 atoms, in Å:
C1 -0.983 1.369 -0.590
C2 -0.933 0.288 0.475
C3 -1.898 -0.863 0.048
C4 -0.571 -0.893 -0.453
C5 1.330 -0.053 -0.216
C6 2.726 -0.084 -0.072
C7 0.335 0.050 1.157
H1 -1.573 2.225 -0.293
H2 -0.032 1.703 -0.581
H3 -1.500 0.899 -1.507
H4 -2.503 -1.769 0.461
H5 -2.569 -0.455 -0.641
H6 -0.097 -1.842 0.162
H7 3.293 0.328 0.728
H8 3.359 -0.426 -1.079
H9 0.343 -0.845 1.701
H10 0.657 0.911 1.802
O1 0.617 -0.543 -1.101

Properties
HOMO level	-8.27	eV
strongest force on any atom	10.665	eV/Å
gap between HOMO and LUMO	9.06	eV
energy relative to the best compared isomer or geometry (same formula, charge and spin)	184.6	kcal/mol
lowest unoccupied orbital energy	0.792	eV
SMILES	C=C1C[C@]2(C)C[C@H]2O1
E_tot	-9460.553	eV

Atom charges from the natural (NBO) analysis, given in e for atoms 1 to 8:
1. C -0.60
2. C -0.10
3. C -0.38
4. C 0.10
5. C 0.33
6. C -0.55
7. C -0.45
8. H 0.22

***

What did the fourth record say?
Computed, not measured: one molecule with the formula C2H4N2S2 in a non-equilibrium geometry, with ωB97M-V/def2-TZVPD.

Positions of all 10 atoms, in Å:
C1 0.971 -0.260 1.684
C2 -0.636 0.119 -1.364
H1 0.251 1.396 0.892
H2 1.622 -1.206 2.077
H3 -0.256 -2.030 1.085
H4 -1.544 0.489 -2.055
N1 0.962 1.042 1.843
N2 -0.216 -0.843 1.121
S1 -1.414 -0.082 0.283
S2 0.958 0.132 -1.824

Properties
HOMO level	-8.96	eV
strongest force on any atom	5.556	eV/Å
gap between HOMO and LUMO	8.23	eV
energy relative to the best compared isomer or geometry (same formula, charge and spin)	94.3	kcal/mol
lowest unoccupied orbital energy	-0.735	eV
SMILES	[H]/N=C\NSC=S
E_tot	-26785.924	eV

Atom charges from the natural (NBO) analysis, given in e for atoms 1 to 8:
1. C 0.26
2. C -0.51
3. H 0.34
4. H 0.20
5. H 0.41
6. H 0.22
7. N -0.66
8. N -0.86

***

- What is the E_tot in the first record?
  -7218.408 eV

***

- Number 1 is which compound?
  C4H6N2

***

- Among the records above, which one has the highest strongest force on any atom?
  C7H10O